1.
Entry from the Open Molecules 2025 dataset: 14 unconnected molecules or ions with the total composition C28H84O28 in a non-equilibrium geometry (wB97M-V/def2-TZVPD).

Each line ends with the Löwdin charge.
Atoms and positions in Å:
C  -22.24  5.22  -13.44  -0.23
C  -21.17  6.09  -14.11  -0.23
O  -21.16  6.07  -15.52  -0.09
O  -23.56  5.63  -13.75  -0.05
H  -22.07  5.32  -12.37  0.13
H  -22.09  4.18  -13.73  0.12
H  -20.20  5.82  -13.67  0.11
H  -21.32  7.08  -13.67  0.13
H  -20.26  6.35  -15.81  0.06
H  -23.63  5.53  -14.71  0.05
C  -16.05  6.31  -21.67  -0.24
C  -16.76  7.40  -22.44  -0.22
O  -18.10  6.96  -22.69  -0.10
O  -14.73  6.70  -21.22  -0.08
H  -15.91  5.45  -22.34  0.12
H  -16.64  5.95  -20.81  0.11
H  -16.25  7.56  -23.40  0.13
H  -16.78  8.35  -21.90  0.11
H  -18.07  6.02  -22.94  0.03
H  -14.30  5.84  -21.03  0.04
C  -15.09  3.74  -18.58  -0.26
C  -14.17  3.31  -19.73  -0.20
O  -13.36  4.43  -20.13  -0.08
O  -14.33  4.39  -17.61  -0.05
H  -15.55  2.82  -18.19  0.10
H  -15.92  4.33  -18.98  0.11
H  -14.65  2.88  -20.60  0.12
H  -13.51  2.57  -19.27  0.12
H  -12.68  4.48  -19.46  0.09
H  -14.57  5.31  -17.51  0.08
C  -21.46  -0.36  -17.77  -0.24
C  -21.13  -1.83  -17.73  -0.23
O  -20.93  -2.47  -18.99  -0.07
O  -20.76  0.25  -18.84  -0.08
H  -21.05  0.04  -16.82  0.10
H  -22.50  -0.05  -17.67  0.11
H  -21.78  -2.43  -17.10  0.12
H  -20.15  -1.94  -17.23  0.11
H  -20.57  -1.74  -19.52  0.04
H  -21.02  1.18  -18.92  0.06
C  -19.48  4.00  -18.90  -0.22
C  -19.62  3.72  -20.38  -0.20
O  -19.29  2.37  -20.65  -0.07
O  -20.32  5.07  -18.54  -0.06
H  -18.46  4.21  -18.60  0.12
H  -19.88  3.07  -18.47  0.10
H  -19.32  4.45  -21.14  0.12
H  -20.73  3.79  -20.49  0.10
H  -19.78  2.14  -21.45  0.07
H  -20.06  5.46  -17.69  0.05
C  -17.30  7.14  -14.38  -0.23
C  -17.54  6.20  -15.55  -0.20
O  -18.61  6.64  -16.37  -0.08
O  -16.54  8.29  -14.75  -0.05
H  -16.86  6.62  -13.52  0.13
H  -18.27  7.53  -14.04  0.12
H  -17.83  5.21  -15.18  0.10
H  -16.61  6.12  -16.12  0.12
H  -18.51  7.58  -16.59  0.12
H  -15.62  8.02  -14.66  0.09
C  -19.46  2.74  -24.45  -0.23
C  -18.02  3.17  -24.31  -0.20
O  -17.88  4.56  -24.04  -0.08
O  -19.96  3.00  -25.76  -0.06
H  -20.05  3.38  -23.78  0.10
H  -19.68  1.69  -24.30  0.12
H  -17.43  2.92  -25.20  0.13
H  -17.51  2.57  -23.54  0.12
H  -18.62  4.97  -24.51  0.08
H  -19.77  3.89  -26.07  0.08
C  -15.71  -0.81  -19.30  -0.24
C  -17.00  -0.03  -19.30  -0.27
O  -16.93  1.11  -20.12  -0.07
O  -15.30  -1.23  -20.61  -0.06
H  -15.75  -1.73  -18.71  0.12
H  -14.99  -0.12  -18.81  0.11
H  -17.27  0.22  -18.26  0.11
H  -17.79  -0.70  -19.69  0.12
H  -17.80  1.54  -20.18  0.05
H  -15.80  -0.72  -21.25  0.08
C  -21.12  8.70  -20.21  -0.20
C  -19.86  7.97  -19.87  -0.24
O  -18.73  8.83  -19.66  -0.05
O  -21.05  9.35  -21.52  -0.07
H  -21.28  9.54  -19.54  0.13
H  -22.01  8.06  -20.23  0.08
H  -19.60  7.17  -20.57  0.11
H  -19.95  7.45  -18.91  0.10
H  -18.27  9.02  -20.49  0.06
H  -20.18  9.11  -21.87  0.07
C  -19.67  2.56  -15.00  -0.22
C  -18.73  1.86  -15.96  -0.27
O  -17.72  2.64  -16.53  -0.05
O  -19.00  3.24  -13.93  -0.07
H  -20.37  1.87  -14.54  0.12
H  -20.18  3.31  -15.61  0.11
H  -19.38  1.54  -16.78  0.09
H  -18.41  0.87  -15.61  0.13
H  -16.88  2.56  -16.07  0.10
H  -18.06  3.25  -14.14  0.06
C  -23.83  7.07  -17.01  -0.23
C  -24.36  7.26  -18.41  -0.26
O  -25.49  6.47  -18.71  -0.05
O  -23.50  5.70  -16.80  -0.10
H  -24.56  7.51  -16.31  0.13
H  -22.90  7.60  -16.80  0.12
H  -23.55  6.99  -19.11  0.10
H  -24.56  8.30  -18.70  0.12
H  -25.84  6.05  -17.92  0.08
H  -22.65  5.68  -16.32  0.04
C  -21.96  5.44  -22.58  -0.26
C  -23.31  6.07  -22.89  -0.20
O  -23.13  7.49  -22.81  -0.07
O  -20.99  5.94  -23.48  -0.07
H  -21.97  4.36  -22.77  0.10
H  -21.73  5.66  -21.53  0.11
H  -24.15  5.79  -22.25  0.12
H  -23.56  5.85  -23.93  0.13
H  -22.83  7.76  -21.94  0.04
H  -21.08  6.90  -23.51  0.09
C  -23.85  2.46  -18.57  -0.22
C  -23.91  2.26  -20.08  -0.21
O  -23.52  3.47  -20.73  -0.06
O  -22.52  2.76  -18.15  -0.07
H  -24.29  1.60  -18.07  0.12
H  -24.41  3.36  -18.32  0.12
H  -24.91  1.99  -20.40  0.13
H  -23.23  1.44  -20.34  0.10
H  -22.90  3.88  -20.11  0.06
H  -22.51  3.72  -18.00  0.07
C  -21.99  0.24  -22.86  -0.24
C  -21.27  -0.96  -22.31  -0.25
O  -20.02  -1.12  -22.96  -0.04
O  -21.40  1.48  -22.54  -0.08
H  -22.89  0.19  -22.23  0.11
H  -22.41  0.12  -23.85  0.13
H  -21.94  -1.83  -22.30  0.13
H  -21.20  -0.81  -21.22  0.10
H  -19.51  -1.82  -22.54  0.09
H  -21.91  2.11  -23.07  0.09

The gap between HOMO and LUMO comes out at 9.741 eV. The spin multiplicity is 1.

***

2.
Entry from the Open Molecules 2025 dataset: a molecular structure, C28H8Cl72F10N3O7PS2 in a non-equilibrium geometry (wB97M-V/def2-TZVPD).

Each line ends with the Löwdin charge.
Atoms and positions in Å:
C  3.34  -1.85  -0.02  -0.39
P  4.42  -0.40  -0.25  0.93
O  5.16  -0.66  -1.69  -0.26
C  3.24  1.01  -0.44  -0.26
C  2.22  1.04  -1.33  -0.06
C  1.86  -0.02  -2.39  -0.70
O  1.15  -0.99  -2.06  -0.02
O  2.37  0.25  -3.51  -0.21
N  1.59  2.28  -1.09  0.02
S  0.20  2.80  -1.96  0.77
O  0.02  4.21  -1.87  -0.27
O  0.30  2.35  -3.30  -0.18
C  -1.25  1.85  -1.23  -0.47
F  -2.04  1.48  -2.21  0.17
F  -0.76  0.74  -0.69  0.16
C  -2.02  2.66  -0.16  -0.39
F  -1.14  2.95  0.82  0.16
F  -2.47  3.81  -0.65  0.13
C  -3.25  1.95  0.45  -0.57
F  -4.24  1.88  -0.43  0.21
F  -3.00  0.76  0.96  0.07
F  -3.67  2.74  1.45  0.18
C  2.19  2.97  -0.12  -0.18
C  1.85  4.31  0.42  -0.29
N  2.90  5.30  0.11  0.05
N  3.22  2.21  0.29  -0.04
S  4.39  2.51  1.51  0.76
O  4.23  3.79  2.10  -0.21
O  5.70  2.30  0.99  -0.23
C  4.11  1.20  2.82  -0.69
F  5.19  0.51  3.01  0.18
F  3.07  0.43  2.52  0.15
F  3.82  1.86  3.93  0.16
H  2.75  -1.76  0.89  -0.02
H  3.96  -2.74  0.01  0.05
H  2.64  -1.97  -0.85  -0.03
H  4.54  -1.11  -2.28  0.06
H  0.90  4.68  0.06  0.04
H  1.75  4.18  1.50  0.08
H  3.52  4.94  -0.60  0.08
H  2.50  6.18  -0.17  -0.01
C  -3.00  -2.47  3.62  -2.01
Cl  -2.07  -3.57  2.62  0.48
Cl  -4.65  -3.07  3.81  0.51
Cl  -2.24  -2.34  5.21  0.53
Cl  -3.05  -0.88  2.84  0.61
C  1.40  -4.96  1.03  -1.94
Cl  2.45  -5.96  0.04  0.49
Cl  -0.24  -5.60  1.03  0.49
Cl  2.00  -4.94  2.70  0.50
Cl  1.39  -3.32  0.38  0.69
C  0.04  -7.71  -3.34  -2.04
Cl  0.34  -6.12  -2.64  0.49
Cl  -1.62  -8.21  -2.96  0.52
Cl  0.25  -7.64  -5.09  0.53
Cl  1.17  -8.89  -2.65  0.51
C  -2.58  -8.37  3.54  -2.05
Cl  -1.09  -9.02  4.24  0.52
Cl  -2.38  -6.64  3.24  0.47
Cl  -2.92  -9.20  2.01  0.53
Cl  -3.92  -8.62  4.66  0.53
C  -0.96  7.17  2.52  -2.00
Cl  -0.89  8.90  2.19  0.53
Cl  0.44  6.36  1.78  0.63
Cl  -0.92  6.90  4.26  0.55
Cl  -2.43  6.48  1.84  0.52
C  4.48  -6.16  -4.28  -2.03
Cl  4.67  -7.80  -4.93  0.53
Cl  3.70  -5.12  -5.47  0.50
Cl  3.46  -6.21  -2.84  0.45
Cl  6.07  -5.50  -3.87  0.53
C  4.68  -3.97  5.86  -2.03
Cl  4.36  -2.24  5.65  0.52
Cl  5.91  -4.49  4.71  0.51
Cl  5.24  -4.25  7.51  0.52
Cl  3.20  -4.88  5.58  0.50
C  9.19  -3.01  7.00  -2.05
Cl  9.39  -4.62  6.29  0.52
Cl  8.42  -1.94  5.82  0.51
Cl  8.17  -3.13  8.44  0.50
Cl  10.77  -2.36  7.44  0.53
C  -7.58  -3.97  1.33  -2.05
Cl  -7.48  -2.29  0.81  0.53
Cl  -6.13  -4.84  0.81  0.51
Cl  -7.70  -4.04  3.10  0.50
Cl  -9.01  -4.73  0.62  0.51
C  1.57  -1.43  -6.71  -1.99
Cl  1.73  -1.27  -4.96  0.73
Cl  2.08  -3.06  -7.22  0.46
Cl  -0.11  -1.18  -7.18  0.49
Cl  2.59  -0.23  -7.51  0.53
C  -6.52  7.33  1.75  -2.04
Cl  -6.83  6.93  3.43  0.50
Cl  -5.56  6.03  1.02  0.49
Cl  -8.04  7.50  0.87  0.54
Cl  -5.62  8.85  1.66  0.51
C  3.47  8.97  -1.84  -2.04
Cl  4.95  8.17  -1.29  0.54
Cl  3.78  10.68  -2.10  0.55
Cl  2.93  8.22  -3.35  0.54
Cl  2.21  8.77  -0.62  0.48
C  4.18  -9.05  1.84  -2.05
Cl  4.49  -7.45  2.52  0.49
Cl  2.55  -9.57  2.29  0.52
Cl  4.31  -8.99  0.08  0.51
Cl  5.36  -10.20  2.47  0.53
C  -5.41  5.99  7.32  -2.05
Cl  -5.67  5.58  9.02  0.53
Cl  -4.47  4.71  6.55  0.52
Cl  -6.97  6.15  6.51  0.50
Cl  -4.53  7.51  7.21  0.52
C  -9.51  -7.40  -2.70  -2.06
Cl  -9.06  -9.10  -2.66  0.52
Cl  -8.10  -6.41  -2.31  0.50
Cl  -10.09  -6.97  -4.31  0.53
Cl  -10.79  -7.10  -1.51  0.51
C  -2.79  5.98  -3.67  -2.02
Cl  -2.36  4.27  -3.84  0.60
Cl  -1.33  6.92  -3.38  0.53
Cl  -3.57  6.54  -5.15  0.54
Cl  -3.89  6.19  -2.30  0.52
C  -1.88  10.92  -1.50  -2.03
Cl  -0.34  10.15  -1.04  0.45
Cl  -1.63  12.66  -1.70  0.54
Cl  -2.44  10.21  -3.00  0.52
Cl  -3.08  10.64  -0.23  0.50
C  -1.83  -1.97  -10.69  -2.06
Cl  -0.64  -3.17  -10.17  0.51
Cl  -2.93  -1.59  -9.36  0.51
Cl  -0.99  -0.50  -11.20  0.52
Cl  -2.76  -2.62  -12.05  0.52

The gap between HOMO and LUMO comes out at 7.029 eV. The spin multiplicity is 1.

***

3.
Entry from the Open Molecules 2025 dataset: 15 unconnected molecules or ions with the total composition C28H92N14O15 in a non-equilibrium geometry (wB97M-V/def2-TZVPD).

Each line ends with the Löwdin charge.
Atoms and positions in Å:
C  4.10  0.29  1.61  -0.74
O  3.83  -0.81  2.11  0.00
N  4.54  1.28  2.40  0.15
N  3.91  0.66  0.38  0.19
H  5.20  0.99  3.11  0.11
H  4.70  2.16  1.93  0.10
H  4.19  1.61  0.20  0.11
H  3.86  -0.08  -0.31  0.08
C  -3.38  -3.84  0.42  -0.80
O  -3.69  -3.37  -0.63  0.07
N  -2.27  -3.47  0.96  0.19
N  -4.03  -4.70  1.12  0.18
H  -2.08  -3.77  1.91  0.11
H  -1.68  -2.87  0.40  0.08
H  -4.87  -5.06  0.68  0.13
H  -3.40  -5.33  1.60  0.11
C  -0.47  -4.06  -2.23  -0.69
O  -1.21  -3.22  -2.74  0.01
N  0.58  -3.72  -1.62  0.20
N  -0.88  -5.33  -1.97  0.19
H  1.32  -4.32  -1.29  0.11
H  0.68  -2.71  -1.63  0.08
H  -0.28  -5.96  -1.45  0.05
H  -1.88  -5.49  -2.01  0.11
C  1.97  -6.47  0.56  -0.78
O  1.11  -6.69  -0.21  0.07
N  3.26  -6.60  0.39  0.17
N  1.82  -6.00  1.79  0.17
H  3.67  -6.78  -0.52  0.13
H  3.76  -6.32  1.22  0.11
H  0.96  -5.96  2.31  0.11
H  2.65  -5.86  2.35  0.09
C  -3.17  3.34  2.61  -0.06
C  -2.34  3.58  3.83  -0.45
C  -1.32  2.49  4.14  -0.17
O  -2.02  1.24  4.27  -0.22
C  -1.34  0.03  4.45  -0.10
N  -1.62  4.84  3.65  0.04
H  -2.50  3.03  1.80  0.07
H  -3.86  4.13  2.34  0.08
H  -3.58  2.38  2.91  0.08
H  -3.04  3.61  4.67  0.14
H  -0.86  2.59  5.12  0.13
H  -0.54  2.35  3.38  0.11
H  -1.37  -0.60  3.56  0.08
H  -1.82  -0.47  5.29  0.09
H  -0.29  0.20  4.70  0.08
H  -1.12  5.09  4.49  0.07
H  -2.30  5.59  3.61  0.07
C  -2.68  -0.10  -0.59  -0.07
C  -1.33  0.24  -0.91  -0.40
C  -0.26  -0.20  0.18  -0.12
O  -0.31  -1.62  0.45  -0.24
C  0.83  -2.15  1.13  -0.10
N  -1.00  -0.46  -2.16  0.07
H  -3.02  0.64  0.13  0.08
H  -2.78  -1.08  -0.12  0.08
H  -3.33  0.02  -1.46  0.08
H  -1.31  1.32  -1.09  0.11
H  -0.43  0.34  1.11  0.11
H  0.74  0.04  -0.17  0.10
H  0.58  -3.11  1.58  0.07
H  1.30  -1.55  1.90  0.06
H  1.62  -2.38  0.42  0.06
H  -1.19  -1.45  -2.07  0.04
H  0.00  -0.41  -2.30  0.03
C  0.75  3.50  0.84  -0.05
C  1.27  4.85  0.38  -0.42
C  0.10  5.86  0.55  -0.24
O  -0.83  5.62  -0.47  -0.20
C  -2.10  6.31  -0.22  -0.06
N  2.45  5.21  1.17  0.04
H  0.55  3.58  1.91  0.06
H  1.43  2.71  0.51  0.06
H  -0.15  3.21  0.31  0.07
H  1.49  4.90  -0.69  0.12
H  0.39  6.91  0.51  0.12
H  -0.35  5.70  1.53  0.10
H  -2.56  5.79  0.62  0.07
H  -2.77  6.25  -1.08  0.08
H  -2.05  7.35  0.10  0.08
H  2.23  5.12  2.15  0.06
H  2.63  6.19  1.02  0.06
C  1.60  0.01  -5.36  -0.03
C  2.33  -0.23  -4.01  -0.38
C  2.06  0.95  -3.08  -0.15
O  2.86  2.11  -3.60  -0.20
C  2.70  3.28  -2.78  -0.12
N  1.92  -1.40  -3.19  0.04
H  2.00  -0.66  -6.13  0.07
H  1.88  1.01  -5.70  0.07
H  0.52  0.13  -5.34  0.08
H  3.39  -0.27  -4.23  0.13
H  2.46  0.75  -2.08  0.09
H  1.00  1.23  -3.01  0.11
H  1.69  3.69  -2.77  0.06
H  3.43  3.97  -3.20  0.09
H  2.99  3.05  -1.75  0.06
H  2.58  -1.73  -2.50  0.02
H  1.80  -2.18  -3.83  0.08
C  0.09  4.19  -5.21  -0.04
C  -1.24  4.97  -5.37  -0.39
C  -2.13  4.91  -4.05  -0.17
O  -2.78  3.61  -4.02  -0.21
C  -3.09  3.12  -2.67  -0.06
N  -0.94  6.33  -5.72  0.01
H  -0.05  3.40  -4.47  0.06
H  0.91  4.77  -4.78  0.07
H  0.46  3.71  -6.12  0.08
H  -1.89  4.64  -6.18  0.14
H  -2.82  5.75  -3.92  0.11
H  -1.59  5.05  -3.11  0.09
H  -2.15  3.30  -2.14  0.07
H  -3.28  2.05  -2.68  0.07
H  -3.87  3.74  -2.23  0.08
H  -0.29  6.75  -5.06  0.06
H  -1.67  7.02  -5.83  0.07
C  3.92  -3.18  5.96  -0.04
C  2.80  -3.50  4.95  -0.47
C  1.95  -4.76  5.26  -0.20
O  2.77  -5.89  5.31  -0.20
C  2.16  -7.00  5.78  -0.15
N  1.99  -2.36  4.75  0.07
H  3.46  -3.00  6.93  0.08
H  4.52  -2.30  5.73  0.08
H  4.43  -4.14  6.03  0.07
H  3.36  -3.87  4.09  0.12
H  1.36  -4.80  4.35  0.10
H  1.37  -4.67  6.17  0.13
H  1.90  -6.84  6.83  0.09
H  2.90  -7.80  5.83  0.10
H  1.29  -7.21  5.16  0.09
H  2.69  -1.63  4.83  0.07
H  1.54  -2.37  3.85  0.05
O  -4.97  -2.21  -2.41  -0.08
H  -5.50  -1.53  -2.00  -0.02
H  -4.29  -2.40  -1.77  -0.05
O  -3.55  -3.90  -3.82  -0.08
H  -2.89  -3.42  -3.32  -0.03
H  -3.05  -4.40  -4.46  0.02
O  3.84  -2.09  -1.07  -0.05
H  3.67  -2.97  -1.39  0.04
H  4.71  -2.15  -0.67  0.06
O  -6.08  0.06  -1.11  -0.03
H  -6.39  0.92  -1.41  0.05
H  -6.33  0.02  -0.19  0.05
O  -2.56  -0.44  -4.50  -0.06
H  -2.90  0.46  -4.54  0.01
H  -1.84  -0.39  -3.86  -0.04

The gap between HOMO and LUMO comes out at 7.571 eV. The spin multiplicity is 1.

***

DFT total energy across the listed records, respectively: -3223.679732 -37032.515588 -3017.083619 Eh.